Arrangement i

Below is the molecule C5H5NO, with properties calculated with ωB97M-V/def2-TZVPD.

The geometry in XYZ format:
```
12
Properties=species:S:1:pos:R:3:lowdin_charge:R:1
N 1.15581 0.64970 2.70635 0.16
C 0.85381 0.22615 1.67211 -0.19
C 0.52514 -0.30396 0.37136 -0.31
C 0.62811 -1.61672 0.15605 0.10
C -1.44275 0.88583 -0.66760 -0.25
C 0.05980 0.65884 -0.69512 -0.12
O -2.12864 0.75692 0.31453 0.07
H 0.39401 -2.03336 -0.82004 0.08
H 0.92901 -2.30440 0.93960 0.08
H -1.88461 1.19056 -1.63808 0.12
H 0.34518 0.28945 -1.68598 0.12
H 0.53467 1.64318 -0.58044 0.13
```

As for the SMILES: C=C(C#N)CC=O. The gap between HOMO and LUMO comes out at 10.5 eV.

=====

Arrangement ii

Below is the molecule C5H5NO, with properties calculated with ωB97M-V/def2-TZVPD.

The geometry in XYZ format:
```
12
Properties=species:S:1:pos:R:3:lowdin_charge:R:1
C -0.67816 1.18125 -0.26874 -0.07
C -1.32436 0.05168 -0.55701 -0.01
C 1.45156 0.02329 0.06263 -0.41
C 0.20799 0.60543 0.76078 -0.12
C -0.45951 -0.83835 0.39278 -0.21
N 0.77657 -1.14910 -0.18639 0.09
O 2.59025 0.37074 -0.23445 0.06
H -0.59701 2.16939 -0.71787 0.11
H -2.10910 -0.37624 -1.29916 0.12
H 0.27214 1.16302 1.71938 0.15
H -0.87519 -1.31791 1.22429 0.12
H 0.74481 -1.88321 -0.89623 0.16
```

As for the SMILES: O=C1N[C@@H]2C=C[C@H]12. The gap between HOMO and LUMO comes out at 10.3 eV.

=====

Going by the computed energies, the most stable comes first: arrangement i, arrangement ii.

=====

Arrangement i

Below is the molecule C5H5NO, with properties calculated with ωB97M-V/def2-TZVPD.

The geometry in XYZ format:
```
12
Properties=species:S:1:pos:R:3:lowdin_charge:R:1
N 2.40657 1.37760 0.11171 0.17
C 1.82543 0.38577 0.23344 -0.15
C 0.88522 -0.73323 0.29641 -0.31
O 0.00574 -0.60854 1.40849 -0.03
C -1.11563 -0.27443 0.65896 -0.13
C -0.93426 0.72164 -0.40944 -0.14
C -0.13188 -0.47972 -0.78185 -0.08
H 1.34984 -1.72603 0.30568 0.16
H -2.02748 -0.34618 1.27369 0.15
H -1.83654 0.70795 -1.02673 0.12
H -0.54514 1.72845 -0.25064 0.11
H 0.11814 -0.75329 -1.81971 0.13
```

As for the SMILES: N#C[C@H]1O[C@H]2C[C@H]21. The gap between HOMO and LUMO comes out at 10.0 eV.

=====

Arrangement ii

Below is a cluster of 2 separate species, C5H5NO in total, with properties calculated with ωB97M-V/def2-TZVPD.

The geometry in XYZ format:
```
12
Properties=species:S:1:pos:R:3:lowdin_charge:R:1
O -2.07124 -0.46991 0.43010 0.05
C -1.00951 -1.00506 0.28995 -0.30
C 0.32653 -0.29461 0.53665 -0.30
C 0.39617 1.15902 0.36460 -0.11
C 0.52419 2.35268 0.33471 0.15
C 1.50064 -0.98972 -0.02485 -0.18
N 2.44499 -1.54689 -0.39506 0.17
H -1.41044 0.02562 -1.66956 0.07
H 0.29148 -0.51662 1.61783 0.17
H -0.88146 -2.09580 0.15173 0.14
H -0.74789 -0.03596 -1.99125 0.09
H 0.63655 3.41724 0.35514 0.04
```

As for the SMILES: C#C[C@H](C#N)C=O.[H][H]. The gap between HOMO and LUMO comes out at 11.1 eV.

=====

Arrangement iii

Below is a structure of composition C5H5NO, with properties calculated with ωB97M-V/def2-TZVPD.

The geometry in XYZ format:
```
12
Properties=species:S:1:pos:R:3:lowdin_charge:R:1
C -0.86541 0.22993 0.71567 0.08
C 0.39218 0.04207 0.26583 -0.19
C -1.47192 -0.07036 -0.56596 -0.29
C 0.04932 -0.19867 -1.14593 -0.28
C 1.69146 -0.09057 0.97938 -0.01
N -2.66431 0.00271 -0.97862 0.15
O 0.53493 -0.23006 -2.22569 0.14
H -1.20245 0.61848 1.63419 0.12
H 1.55130 -0.50009 1.90688 0.05
H 2.23155 0.88023 1.10674 0.10
H 2.33470 -0.62994 0.27103 0.09
H -2.58135 -0.05374 -1.96352 0.04
```

The gap between HOMO and LUMO comes out at 9.4 eV.

=====

Arrangement iv

Below is a cluster of 2 separate species, C5H5NO in total, with properties calculated with ωB97M-V/def2-TZVPD.

The geometry in XYZ format:
```
12
Properties=species:S:1:pos:R:3:lowdin_charge:R:1
O -0.80415 1.94637 1.30409 0.27
C -0.10397 1.15479 0.85221 -0.09
C 0.65667 0.11815 0.40746 -0.25
C -0.30006 -1.02977 -0.17477 -0.07
C 0.61235 -0.32068 -1.07907 -0.29
C 0.16006 0.58087 -2.12627 -0.18
N -0.27473 1.21284 -2.99327 0.16
H -0.90113 -0.80875 2.46128 0.07
H 1.48974 -0.15472 1.05308 0.15
H -1.32000 -0.62554 -0.27230 0.07
H -0.77423 -1.26496 1.87938 0.03
H 1.55944 -0.80859 -1.31181 0.14
```

The gap between HOMO and LUMO comes out at 8.0 eV.

=====

Going by the computed energies, the most stable comes first: arrangement iii, arrangement i, arrangement ii, arrangement iv.

=====

Arrangement i

Below is a structure of composition C5H5NO, with properties calculated with ωB97M-V/def2-TZVPD.

The geometry in XYZ format:
```
12
Properties=species:S:1:pos:R:3:lowdin_charge:R:1
O -1.40767 0.71221 -0.01369 -0.04
C -0.93862 -1.09664 0.17942 0.12
C 0.32795 -0.68593 -0.39975 -0.26
C -0.00825 0.95210 -0.29755 -0.40
C 0.53355 2.08837 -0.27197 0.10
C 1.52447 -0.99252 0.36986 -0.20
N 2.47773 -1.22349 0.98458 0.16
H -1.74685 1.46696 0.52845 0.14
H -1.00074 -1.28908 1.24697 0.11
H -1.72321 -1.51127 -0.44307 0.10
H 0.45378 -0.93734 -1.45447 0.15
H 1.50785 2.51663 -0.42879 0.02
```

The gap between HOMO and LUMO (spin up / spin down) comes out at 7.2 / 7.2 eV.

=====

Arrangement ii

Below is the molecule C5H5NO, with properties calculated with ωB97M-V/def2-TZVPD.

The geometry in XYZ format:
```
12
Properties=species:S:1:pos:R:3:lowdin_charge:R:1
O 1.88476 1.00344 0.68741 0.05
C 1.70056 -0.06706 0.16017 -0.22
C 0.35843 -0.72272 0.15586 -0.16
C -0.61941 0.14095 0.97203 -0.05
C -0.94669 -0.20480 -0.42696 -0.24
C -0.99807 0.74817 -1.50518 -0.17
N -1.06661 1.46391 -2.41068 0.16
H 2.55976 -0.64480 -0.22341 0.12
H 0.40817 -1.81712 0.07496 0.14
H -0.29843 1.17691 1.10754 0.12
H -1.15886 -0.26830 1.81260 0.11
H -1.67407 -1.00274 -0.51200 0.14
```

As for the SMILES: N#C[C@@H]1C[C@@H]1C=O. The gap between HOMO and LUMO comes out at 10.9 eV.

=====

Going by the computed energies, the most stable comes first: arrangement ii, arrangement i.

=====

Arrangement i

Below is a cluster of 3 separate species, C4H10N in total, with properties calculated with ωB97M-V/def2-TZVPD.

The geometry in XYZ format:
```
15
Properties=species:S:1:pos:R:3:lowdin_charge:R:1
C 0.24987 -1.31198 0.76737 0.08
C -1.26950 0.89558 0.43062 -0.14
C -0.13869 -0.05990 0.66107 -0.30
C -2.37025 0.52892 -0.26324 0.07
N 1.04841 0.73416 0.25024 0.13
H 1.30158 -1.45098 0.77103 0.06
H -0.10186 -2.24355 1.11229 0.08
H -0.74246 1.91567 0.57420 0.13
H 1.55734 -0.89566 -1.42037 0.05
H -2.61513 -0.53347 -0.01366 0.09
H 2.17862 -1.35872 -1.84373 0.17
H -3.02693 1.18238 -1.01006 0.13
H 1.56302 0.04164 -0.47910 0.09
H 1.61771 1.16275 0.96522 0.17
H 0.74826 1.39315 -0.50187 0.17
```

The charge is +1. The gap between HOMO and LUMO comes out at 10.0 eV.

=====

Arrangement ii

Below is a cluster of 2 separate species, C4H10N in total, with properties calculated with ωB97M-V/def2-TZVPD.

The geometry in XYZ format:
```
15
Properties=species:S:1:pos:R:3:lowdin_charge:R:1
C 2.22871 -0.83072 -0.03236 -0.11
C 2.34580 0.35965 0.54810 -0.05
H 2.30016 -0.92006 -1.10269 0.06
H 2.19825 -1.71715 0.58784 0.06
H 2.50458 1.19906 -0.11734 0.06
H 2.29535 0.52712 1.61441 0.06
C -2.12700 1.15140 0.06015 0.00
C -0.87010 -0.91838 -0.00212 0.17
N -1.30340 0.13337 -0.59854 0.01
H -3.13934 1.11133 -0.33118 0.11
H -2.10408 1.00699 1.13568 0.10
H -1.69713 2.12797 -0.14946 0.11
H -1.12976 -1.16406 1.02145 0.14
H -0.10704 -1.45157 -0.56655 0.10
H -1.45221 0.02838 -1.60224 0.19
```

The charge is +1. The gap between HOMO and LUMO comes out at 8.5 eV.

=====

Arrangement iii

Below is a cluster of 2 separate species, C4H10N in total, with properties calculated with ωB97M-V/def2-TZVPD.

The geometry in XYZ format:
```
15
Properties=species:S:1:pos:R:3:lowdin_charge:R:1
C -2.72656 -0.00933 -0.14275 0.14
C -0.60653 0.40348 -0.03152 0.07
C 0.66975 -0.06843 -0.05299 -0.41
C 1.10185 -1.51529 -0.04047 -0.04
N 1.61682 1.03496 0.14066 0.15
H -2.87441 -1.08131 -0.08139 0.03
H -2.99993 0.43963 0.78344 0.02
H -0.60731 1.52082 -0.09457 0.06
H -2.73154 0.46599 -1.16623 0.06
H 0.85903 -1.84329 -1.14192 0.13
H 0.59671 -1.95797 0.82701 0.09
H 2.23881 -1.55176 0.16383 0.10
H 2.34370 1.29718 -0.61304 0.21
H 1.96779 0.90009 1.15825 0.22
H 1.15181 1.96521 0.29167 0.16
```

The charge is +1. The gap between HOMO and LUMO comes out at 10.4 eV.

=====

Arrangement iv

Below is the ion C4H10N with charge +1, with properties calculated with ωB97M-V/def2-TZVPD.

The geometry in XYZ format:
```
15
Properties=species:S:1:pos:R:3:lowdin_charge:R:1
C -0.47752 -1.99056 0.72250 -0.11
C 0.68700 -1.07565 0.49372 -0.24
C 0.24633 0.35280 0.56187 -0.06
C 0.58044 1.31816 -0.30470 -0.11
N -0.40814 2.13716 -1.02653 0.20
H -1.44020 -1.79462 0.23945 0.08
H -0.22471 -2.96590 0.27593 0.09
H -0.68812 -2.24478 1.76118 0.09
H 1.45902 -1.25364 1.26908 0.13
H 1.34416 -1.20388 -0.37702 0.12
H -0.75864 0.55376 0.98711 0.13
H 1.54413 1.26220 -0.82339 0.14
H -1.38853 2.02266 -0.75800 0.18
H -0.36891 1.76662 -1.98052 0.18
H -0.10630 3.11568 -1.04069 0.18
```

As for the SMILES: CC/C=C/[NH3+]. The charge is +1. The gap between HOMO and LUMO comes out at 10.3 eV.

=====

Going by the computed energies, the most stable comes first: arrangement iv, arrangement ii, arrangement iii, arrangement i.